A molecular structure, C20H32GeN5PdS. Source: OMol25; level of theory: wB97M-V/def2-TZVPD.

Gap between HOMO and LUMO (spin up / spin down) (eV): 6.73 / 6.73
Total charge: +1
LUMO level (spin up / spin down) (eV): -3.96 / -3.96
M (u): 553.61
Relative energy (zero: lowest compared OMol25 entry of this formula, charge and spin) (kcal/mol): 28.5
Energy (Ha): -3657.8320

Geometry as XYZ:
```
60
Properties=species:S:1:pos:R:3:forces:R:3
Pd 0.591931 0.163672 -0.015129 -0.1 0.2 -0.5
C -3.011268 -3.080428 2.704293 0.0 0.0 0.0
C -2.999883 -2.119886 1.706161 0.0 0.0 0.0
C -1.808993 -1.494770 1.368642 -0.1 0.0 0.0
C -0.640324 -1.838676 2.025545 0.0 0.2 -0.1
C -0.641010 -2.807274 3.025739 0.2 0.0 0.0
C -1.830568 -3.423557 3.360753 -0.1 0.0 0.0
N 0.546617 -1.118755 1.632423 -0.1 -0.4 -0.1
N 1.557127 -1.390667 2.286164 0.4 0.3 0.4
C 2.786620 -0.707180 1.981214 -0.4 -0.3 0.0
C 3.876024 -1.103547 2.725416 0.3 -0.2 0.2
C 5.105950 -0.515773 2.450836 -0.1 -0.1 0.1
C 5.184191 0.425177 1.443732 -0.1 0.1 -0.2
C 4.016587 0.762249 0.758244 0.2 0.0 0.1
N 2.844107 0.216473 1.037346 0.0 0.2 0.1
H -3.939992 -3.564884 2.975821 0.0 0.0 0.0
H -3.912997 -1.860328 1.187291 0.0 0.0 0.0
H -1.766712 -0.740644 0.591513 0.0 0.0 0.0
H 0.283815 -3.068217 3.519960 0.0 0.0 0.0
H -1.842326 -4.176143 4.137677 0.0 0.0 0.0
H 3.751105 -1.860314 3.487895 0.0 0.0 0.0
H 5.987082 -0.799119 3.010724 0.0 0.0 0.0
H 6.123834 0.893442 1.184468 0.0 0.0 0.0
H 4.024352 1.487721 -0.049404 0.0 0.0 0.0
C -0.302331 -0.560765 -4.054329 0.0 0.1 -0.1
Ge -0.351025 -1.882803 -2.631889 0.1 -0.1 0.1
C 0.313206 -3.582963 -3.324819 0.0 -0.1 0.0
C -2.170188 -2.158517 -1.992383 -0.1 0.0 0.0
C 0.896618 -1.491648 -1.161323 -0.2 0.4 0.1
H -0.708556 -1.007786 -4.963338 0.0 0.0 0.0
H 0.722528 -0.245927 -4.256765 0.0 0.0 0.0
H -0.887476 0.322753 -3.805145 0.0 0.0 0.0
H -0.327620 -3.938432 -4.133508 0.0 0.0 0.0
H 0.321925 -4.337696 -2.537167 0.0 0.0 0.0
H 1.326148 -3.472233 -3.713229 0.0 0.0 0.0
H -2.827130 -2.316423 -2.849779 0.0 0.0 0.0
H -2.548545 -1.308965 -1.427541 0.0 0.0 0.0
H -2.217265 -3.046200 -1.359354 0.0 0.0 0.0
H 1.906868 -1.305955 -1.531575 0.0 -0.1 0.0
H 0.918117 -2.335070 -0.470714 0.1 0.0 0.0
C -2.617248 1.879195 -1.894614 -0.1 0.0 0.0
C -1.853444 3.148785 -2.216777 0.1 0.0 -0.1
N -0.978935 3.563443 -1.115926 -0.2 0.0 0.2
C 0.137072 2.946033 -0.764287 0.1 -0.1 -0.1
S 0.904269 1.769646 -1.776138 -0.2 -0.2 0.1
N 0.707972 3.254917 0.408363 0.1 -0.1 0.1
C 0.279818 4.304285 1.335634 -0.1 -0.2 0.0
C -0.817789 3.845884 2.289687 0.0 0.0 0.0
H -3.216219 1.578132 -2.754385 0.0 0.0 0.0
H -3.283575 2.023151 -1.041773 0.0 0.0 0.0
H -1.920510 1.073641 -1.667395 0.0 -0.1 0.0
H -2.531747 3.980987 -2.394759 0.0 0.0 -0.1
H -1.234822 3.016678 -3.102244 0.0 0.0 0.0
H -1.376809 4.214892 -0.457448 0.0 0.0 0.0
H 1.601652 2.811366 0.560040 0.0 0.1 0.0
H -0.032045 5.178755 0.760324 0.0 0.0 0.0
H 1.163139 4.604272 1.894976 0.0 0.0 0.0
H -1.702821 3.496625 1.754937 0.0 0.0 0.0
H -1.117245 4.669224 2.938323 0.0 0.0 0.0
H -0.461258 3.030146 2.918998 0.0 0.0 0.0
```
Forces are in eV/Å.

A molecular structure, C20H32N2O7SbW. Source: OMol25; level of theory: wB97M-V/def2-TZVPD.

Gap between HOMO and LUMO (spin up / spin down) (eV): 5.21 / 6.82
2S+1: 3
Total charge: -1
LUMO level (spin up / spin down) (eV): 2.44 / 2.35
M (u): 718.08
Relative energy (zero: lowest compared OMol25 entry of this formula, charge and spin) (kcal/mol): 1.0
Energy (Ha): -1724.6890

Geometry as XYZ:
```
63
Properties=species:S:1:pos:R:3:forces:R:3
W -0.501286 -0.550255 -0.172591 0.1 0.1 0.3
O 0.424666 0.463297 5.264932 0.0 0.0 0.0
C 0.442367 -0.231424 4.223851 -0.1 0.0 -0.1
C 1.681437 -0.653893 3.474324 0.1 -0.2 0.0
O 2.841279 -0.436577 3.756643 -0.1 0.1 0.0
C 1.221200 -1.359333 2.227313 0.0 0.1 0.0
C -0.127828 -1.417132 2.233492 -0.1 -0.1 -0.2
O -0.912721 -1.899335 1.255210 0.0 0.0 -0.1
C -0.680645 -0.669867 3.422949 0.1 0.1 0.1
O -1.889476 -0.395397 3.526422 0.0 0.0 0.0
O 2.057588 -1.708196 1.227711 -0.1 -0.1 0.1
C 0.480744 2.232217 -3.499788 0.0 0.0 0.0
C -0.136414 1.232041 -2.581264 0.0 0.0 0.0
N 0.429143 0.884632 -1.409261 0.0 0.0 -0.1
O 1.602949 1.612517 -1.156341 0.0 0.0 0.0
C -1.355342 0.583539 -2.774520 0.0 0.0 0.0
C -2.360291 0.722189 -3.869687 0.0 0.0 0.0
N -1.527567 -0.211338 -1.711544 0.1 -0.2 0.0
O -2.507839 -0.960590 -1.187476 -0.1 0.0 0.0
H 1.492067 1.937271 -3.784200 0.0 0.0 0.0
H 0.558121 3.213719 -3.025336 0.0 0.0 0.0
H -0.122048 2.331462 -4.401624 0.0 0.0 0.0
H 1.909999 1.257532 -0.312181 0.0 0.0 0.0
H -1.939639 0.474589 -4.846595 0.0 0.0 0.0
H -2.767922 1.734713 -3.927115 0.0 0.0 0.0
H -3.186969 0.039334 -3.676163 0.0 0.0 0.0
C 3.184966 -3.073099 -0.957434 0.0 0.0 0.0
C 1.726908 -2.601841 -1.019255 0.0 0.0 0.0
C 0.816527 -3.752852 -0.590703 0.0 0.0 0.0
C 1.410468 -2.189503 -2.459566 0.0 0.0 0.0
C 1.570476 -1.365793 -0.098700 0.0 0.1 -0.1
H 3.324504 -3.965175 -1.574862 0.0 0.0 0.0
H 3.469680 -3.310418 0.067013 0.0 0.0 0.0
H 3.857228 -2.294330 -1.326812 0.0 0.0 0.0
H 1.026653 -4.634265 -1.203255 0.0 0.0 0.0
H -0.242666 -3.509179 -0.696244 0.0 0.0 0.0
H 0.986541 -4.010319 0.455610 0.0 0.0 0.0
H 1.680909 -2.993442 -3.149639 0.0 0.0 0.0
H 1.970393 -1.294294 -2.743104 0.0 0.0 0.0
H 0.347386 -1.974711 -2.604818 0.0 0.0 0.0
H 2.315184 -0.654575 -0.482610 0.0 0.0 0.0
C 0.723997 2.730418 2.423289 0.0 0.0 0.0
C -0.761138 2.534962 2.707286 0.0 0.0 0.1
Sb -1.719627 1.548870 1.087700 0.1 0.0 -0.1
C -3.739886 1.182129 1.622085 0.0 -0.1 0.0
C -4.509484 2.424168 2.046609 0.0 0.1 0.0
C -1.962675 3.189745 -0.292651 0.0 -0.1 0.0
C -1.942806 4.579723 0.331479 0.0 0.0 0.0
H 1.209624 3.242542 3.255038 0.0 0.0 0.0
H 0.897383 3.312653 1.512996 0.0 0.0 0.0
H 1.229252 1.769175 2.309660 0.0 0.0 0.0
H -1.268145 3.490771 2.852762 0.0 0.0 0.0
H -0.918834 1.920529 3.593239 0.0 0.0 0.0
H -3.667848 0.442405 2.418173 0.0 0.0 0.0
H -4.181075 0.700607 0.747282 0.0 0.0 0.0
H -4.047505 2.904362 2.911463 0.0 0.0 0.0
H -5.533733 2.167895 2.328221 0.0 0.0 0.0
H -4.569673 3.163266 1.244314 0.0 0.0 0.0
H -2.904612 3.008465 -0.817190 0.0 0.0 0.0
H -1.170585 3.088804 -1.035548 0.0 0.0 0.0
H -2.716282 4.698327 1.092333 0.0 0.0 0.0
H -2.103986 5.353042 -0.424261 0.0 0.0 0.0
H -0.983939 4.788603 0.808625 0.0 0.0 0.0
```
Forces are in eV/Å.

A molecular structure, C20H32O10PdS2. Source: OMol25; level of theory: wB97M-V/def2-TZVPD.

Gap between HOMO and LUMO (spin up / spin down) (eV): 5.85 / 5.82
2S+1: 3
Total charge: -2
LUMO level (spin up / spin down) (eV): 4.18 / 4.18
M (u): 603.02
Energy (Ha): -2457.8529

Geometry as XYZ:
```
65
Properties=species:S:1:pos:R:3:forces:R:3
Pd -13.633250 -13.644003 21.090905 0.9 0.2 -0.6
C -15.871545 -16.573709 23.028678 -1.2 0.2 -0.8
C -14.744885 -16.786404 21.997684 1.1 -0.4 0.6
C -15.228802 -17.671456 20.843228 0.0 -0.3 -0.5
O -14.103506 -15.669599 21.617149 -0.2 0.3 -0.5
H -16.838446 -16.411442 22.511424 0.2 0.2 -0.1
H -15.697893 -15.662622 23.598161 0.3 -0.2 0.3
H -16.075236 -17.457887 23.642267 0.3 0.1 0.3
H -14.005123 -17.446313 22.536001 -0.2 0.0 0.0
H -14.437781 -17.973765 20.148639 0.3 0.2 0.3
H -15.928068 -17.135750 20.190047 -0.3 -0.1 0.3
H -15.657199 -18.610765 21.221825 -0.3 0.2 0.0
C -10.334260 -12.272730 20.523082 1.1 0.2 0.2
C -10.493377 -12.942396 21.887995 -1.2 -0.6 -0.3
C -10.024468 -12.047812 23.023978 1.4 0.4 0.3
O -11.804157 -13.311398 22.098824 -0.7 0.3 0.9
H -10.657817 -11.227882 20.534253 -0.6 -0.2 0.0
H -10.878806 -12.867513 19.793536 0.0 0.2 -0.2
H -9.266178 -12.185896 20.254419 -0.1 -0.3 -0.1
H -9.920498 -13.893533 21.918158 0.5 0.3 -0.2
H -10.406366 -12.341199 24.001634 -0.3 -0.1 -0.2
H -10.202637 -10.979550 22.851101 -0.5 -0.1 0.0
H -8.922733 -12.099070 23.122849 -0.1 -0.1 -0.1
C -13.515886 -12.709220 16.915360 0.1 0.4 0.0
C -13.377396 -12.713321 18.301864 0.2 -0.6 -0.9
C -13.700216 -11.436261 19.069056 -1.6 0.4 0.3
O -13.680588 -11.458944 20.341409 0.7 -0.6 -0.2
C -14.254697 -10.349294 18.391022 0.3 -0.5 0.1
C -14.494646 -10.344905 16.989187 0.5 0.1 -0.2
C -14.059429 -11.614151 16.184766 0.1 0.0 0.4
O -14.232044 -11.615543 14.968881 0.0 0.0 -0.3
O -14.977190 -9.410057 16.355358 -0.3 0.2 0.1
O -13.033426 -13.770633 18.912912 -0.1 0.3 0.8
H -13.208957 -13.569665 16.331295 -0.1 -0.2 0.2
H -14.630999 -9.540889 19.008869 0.0 0.2 -0.2
C -13.924186 -9.033508 22.274999 -0.1 0.3 1.0
C -15.379723 -8.799903 22.731081 0.2 0.0 -0.7
C -16.043799 -10.144012 22.514748 -0.3 -0.2 0.1
S -14.942003 -11.245351 23.390194 0.7 1.1 -0.4
O -14.947315 -12.508948 22.729474 -0.4 -1.2 0.5
O -15.134503 -11.150750 24.820706 -0.4 -0.1 0.1
C -13.466756 -10.315335 22.991529 0.7 0.1 -0.5
H -13.350923 -8.181987 22.648928 0.3 -0.1 -0.3
H -13.807286 -9.145149 21.200980 -0.2 0.0 0.0
H -15.876557 -8.027145 22.143445 0.0 0.1 0.1
H -15.330545 -8.521664 23.785453 -0.4 0.0 0.0
H -15.980220 -10.425042 21.460395 0.1 -0.1 0.0
H -17.072989 -10.283540 22.841133 0.1 0.1 0.3
H -12.842381 -10.925285 22.335876 -0.1 -0.2 0.1
H -12.915863 -10.121247 23.909573 -0.2 0.0 0.1
C -18.588667 -15.328741 18.487979 -0.8 0.6 0.1
C -17.688986 -14.952901 17.269461 -0.8 0.8 1.1
C -16.841317 -13.733490 17.628894 0.6 0.1 0.7
S -17.060553 -13.360887 19.382469 -0.3 0.3 -0.2
O -17.901894 -12.189505 19.468147 -0.3 0.0 0.1
O -15.820909 -13.369947 20.096197 -0.1 0.0 0.0
C -17.985027 -14.823178 19.784665 1.2 -1.4 0.0
H -18.803222 -16.395399 18.540285 0.1 0.0 0.0
H -19.553074 -14.818744 18.379635 0.0 -0.1 -0.2
H -18.398863 -14.622698 16.515659 0.4 -0.6 -0.7
H -17.032117 -15.777993 17.022189 -0.2 -0.1 -0.5
H -17.103339 -12.768801 17.199839 -0.1 -0.2 -0.5
H -15.778327 -13.924246 17.480144 0.0 0.2 0.0
H -18.626996 -14.779054 20.658203 -0.2 0.5 -0.1
H -17.172517 -15.503582 20.063086 0.0 0.0 0.1
```
Forces are in eV/Å.